# 1
Here is a cluster of 10 separate species, C4H27NO11 in total in a non-equilibrium geometry from the Open Molecules 2025 dataset. Energies are from the ωB97M-V functional and the def2-TZVPD basis.

Computed properties:
strongest force on any atom = 2.383 eV/Å
energy above the lowest of the compared OMol25 structures with the same formula, charge and spin = 79.73 kcal per mole
total energy = -1050.9847 a.u.
multiplicity = 1
HOMO level = -0.3828 hartree

The geometry in XYZ format:
```
43
Properties=species:S:1:pos:R:3:forces:R:3:mulliken_charge:R:1
C -1.893598 -1.488798 2.078013 0.407 1.122 0.561 -0.7793
O -0.607245 -1.756663 2.648687 0.567 -0.783 -0.763 -0.4727
C -1.924140 -0.208530 1.210978 1.606 -1.208 -0.190 0.0316
C -1.740533 -0.440619 -0.303603 -1.479 -0.248 -1.844 -0.6459
C -0.353320 0.011787 -0.750222 0.592 -0.398 2.273 -0.3008
N 0.578588 -0.947773 -0.677976 -0.038 -0.059 -0.200 0.1768
O -0.040380 1.208319 -0.773265 -0.288 0.196 -0.883 -0.6858
H -2.487404 -1.236363 2.944936 -0.869 -0.736 -0.219 0.3327
H -2.170760 -2.364088 1.509101 -0.291 -0.323 0.174 0.3810
H -0.138869 -0.949818 2.882050 -0.381 0.175 0.101 0.3089
H -0.939469 0.186771 1.449616 -0.443 1.080 0.649 -0.2470
H -2.747571 0.397656 1.568666 0.034 0.406 -0.556 0.5894
H -2.473372 0.024529 -0.976647 -0.016 0.665 0.565 0.4903
H -1.954814 -1.482655 -0.571614 0.572 -0.202 0.297 0.6063
H 0.294831 -1.903799 -0.593690 -0.034 -0.260 -0.103 0.2214
H 1.556177 -0.735691 -0.486468 -0.223 0.211 -0.426 0.1761
H 3.635337 3.365952 -0.708284 -0.006 0.013 -0.023 0.3312
H 2.823408 2.177524 -1.232917 0.104 -0.148 0.052 0.3709
O 3.414368 2.888241 -1.515038 -0.242 -0.015 0.038 -0.6796
H -1.806199 1.185817 4.000290 -0.302 -0.223 -0.665 0.3050
H -1.550602 0.401731 5.167299 -0.153 -0.808 0.099 0.2825
O -1.904641 0.260242 4.275290 0.552 1.434 0.854 -0.5597
H 2.822161 0.933713 1.025624 -0.146 -0.060 0.064 0.2655
H 3.867816 0.139438 0.248407 -0.047 -0.181 -0.079 0.2670
O 2.921599 0.175489 0.429976 0.604 0.308 0.054 -0.6330
H 0.963858 1.115882 1.037118 0.059 -0.309 0.499 0.1216
H 0.708767 2.485255 0.962178 0.017 0.587 0.506 0.4364
O 1.074343 1.880449 1.625960 -0.102 -0.115 -0.779 -0.7269
H 0.066341 -2.915081 -3.273573 0.334 0.394 -0.009 0.3266
H 0.423864 -4.217958 -2.627753 0.316 -0.032 0.071 0.3156
O 0.773679 -3.326175 -2.748555 -0.641 -0.368 0.012 -0.6238
H -1.644160 3.103716 -3.165779 -0.544 -0.008 -0.744 0.3294
H -0.937805 2.020648 -2.592029 0.051 -0.894 -0.058 0.2974
O -1.622615 2.139690 -3.269851 0.508 0.724 0.784 -0.6277
H 0.263402 3.745833 -1.680039 -0.283 0.311 -0.101 0.2519
H 1.648068 3.796552 -2.143932 0.348 0.382 -0.424 0.4181
O 0.810563 4.268489 -2.283538 -0.029 -0.690 0.595 -0.6576
H 1.555461 -3.947379 2.015518 -0.362 0.252 -0.103 0.2874
H 0.688189 -3.358190 3.193449 -0.108 0.124 -0.607 0.3675
O 1.469734 -3.873653 2.965435 0.456 -0.344 0.656 -0.6288
H -1.125094 -0.868546 -2.840473 0.033 -0.018 -0.105 0.3661
H -1.326547 -0.621946 -4.321715 0.073 -0.035 -0.035 0.3051
O -0.971415 -1.269999 -3.701629 -0.204 0.081 0.011 -0.6912
```
Forces are in eV/Å.

=====

# 2
Here is the ion C11H12NO with charge +1 in a non-equilibrium geometry from the Open Molecules 2025 dataset. Energies are from the ωB97M-V functional and the def2-TZVPD basis.

Computed properties:
strongest force on any atom = 5.574 eV/Å
energy above the lowest of the compared OMol25 structures with the same formula, charge and spin = 170.46 kcal per mole
total energy = -555.8659 a.u.
multiplicity = 1
HOMO level = -0.4551 hartree
total charge = +1

The geometry in XYZ format:
```
25
Properties=species:S:1:pos:R:3:forces:R:3:mulliken_charge:R:1
O -1.866991 -3.340875 0.273430 0.426 0.990 -0.068 -0.5000
C -1.472067 -2.170152 1.023094 1.041 0.148 -0.093 -0.4925
C -2.203175 -0.794254 0.507441 1.247 0.592 1.948 -0.6077
C -1.075182 0.360761 0.663055 1.162 2.382 0.455 0.4618
C -1.166335 1.494026 1.729452 1.727 -2.031 -2.999 -0.5189
N -0.087332 2.489259 1.850091 0.984 -2.776 -3.168 -0.0528
C 1.071879 2.452451 0.980709 -1.386 -1.422 -0.405 -0.3467
C 1.277261 1.405473 -0.153909 -1.004 -0.911 -0.079 0.4111
C 2.493921 1.355254 -1.144394 -1.455 -2.619 -1.070 -0.5723
C 2.600359 0.237066 -2.242766 -2.425 0.737 2.563 -0.3903
C 1.505862 -0.896501 -2.418016 -1.548 3.451 4.095 -0.5582
C 0.274715 -0.810226 -1.438589 3.139 1.670 -0.655 -0.1494
C 0.163617 0.303797 -0.324904 0.145 0.357 0.111 0.4979
H -1.376608 -3.374612 -0.585994 -0.566 0.108 1.255 0.3528
H -0.316768 -2.076706 0.944600 -1.881 0.122 0.128 0.3055
H -1.678796 -2.316379 2.151092 0.004 -0.003 -2.020 0.3138
H -2.612598 -0.884454 -0.554062 0.629 0.234 1.557 0.3389
H -3.018001 -0.556021 1.293524 1.040 -0.331 -1.716 0.3259
H -2.059163 1.579552 2.433479 1.572 -0.030 -1.116 0.3430
H -0.169426 3.227380 2.577631 0.231 -0.791 -0.863 0.3155
H 1.864882 3.254554 1.162812 -1.396 -1.266 -0.229 0.3413
H 3.335981 2.139342 -1.049405 -1.589 -1.497 -0.256 0.3087
H 3.496153 0.242878 -2.946538 -1.384 0.067 1.208 0.3449
H 1.568242 -1.733026 -3.188503 -0.002 1.449 1.193 0.3730
H -0.550429 -1.588586 -1.543333 1.289 1.376 0.223 0.1548
```
Forces are in eV/Å.

=====

Which of these has the lowest energy above the lowest of the compared OMol25 structures with the same formula, charge and spin?
C4H27NO11